Molecular formula: C5H8O
Method: DFT, ωB97M-V/def2-TZVPD

The value obtained for the orbital gap is 10.2550 eV. Its SMILES is C1CC1[C@H]1CO1. The relative energy (zero: lowest compared OMol25 entry of this formula, charge and spin) comes out at 127.2 kcal/mol. For the total energy, the calculation gives -7356.7397 eV.

```
14
Properties=species:S:1:pos:R:3:lowdin_charge:R:1
C 1.02600 0.70396 -0.71327 -0.155
C 1.11896 1.39614 0.64442 -0.058
C -0.20757 0.83651 0.14993 -0.259
C -0.80576 -0.46493 -0.22073 -0.366
C -0.91316 -1.76853 0.43238 -0.090
O -2.05577 -0.94925 0.15965 -0.024
H 1.47183 -0.27785 -0.54218 0.091
H 0.54197 0.53614 -1.77598 0.137
H 1.05693 2.47231 0.78335 0.093
H 1.72381 0.91290 1.42477 0.105
H -0.85915 1.66339 -0.15619 0.143
H -0.57845 -0.47255 -1.44697 0.161
H -0.77706 -2.62103 -0.23134 0.107
H -0.74257 -1.96721 1.49218 0.116
```